# 1
Computed, not measured: an isolated molecule of C15H15FO3 in a non-equilibrium geometry, with the ωB97M-V functional and the def2-TZVPD basis.

Geometry (Å):
C -2.433 0.950 1.425
C -2.205 -0.400 2.205
C -1.442 -1.490 1.351
F -1.081 -2.568 2.220
C -0.129 -0.967 0.711
C 0.341 -1.298 -0.512
C -0.432 -2.283 -1.442
O -1.776 -1.892 -1.721
C -2.004 -1.674 -3.113
C 1.705 -0.737 -1.036
O 2.376 -1.363 -1.819
C 2.130 0.637 -0.466
C 3.006 1.539 -1.184
C 3.319 2.813 -0.567
C 2.810 3.221 0.727
C 1.928 2.324 1.469
C 1.627 1.046 0.860
C 0.732 0.002 1.590
O 0.753 -0.056 2.796
H -2.478 1.772 2.194
H -3.419 0.985 0.896
H -1.612 1.221 0.717
H -1.703 -0.259 3.191
H -3.227 -0.826 2.409
H -2.178 -1.908 0.627
H 0.124 -2.304 -2.424
H -0.338 -3.329 -1.037
H -3.099 -1.431 -3.215
H -1.824 -2.570 -3.757
H -1.460 -0.752 -3.458
H 3.431 1.285 -2.175
H 3.991 3.532 -1.092
H 3.074 4.200 1.177
H 1.492 2.581 2.454

Charge: 0
Orbital gap, eV: 8.73
Energy above the lowest of the compared OMol25 structures with the same formula, charge and spin, kJ/mol: 0.0
Lowest unoccupied orbital energy, eV: -0.93
HOMO, eV: -9.66

Atom charges from the natural (NBO) analysis, given in e for atoms 1 to 2:
1 C -0.630
2 C -0.437



# 2
Computed, not measured: a structure of composition C15H15GaN7O2S3, with the ωB97M-V functional and the def2-TZVPD basis.

Geometry (Å):
Ga 1.255 1.350 -0.389
S 1.893 3.552 -0.226
C 0.175 3.765 -0.290
N -0.540 2.698 -0.489
C -1.905 2.982 -0.478
C -2.949 2.080 -0.664
C -4.247 2.552 -0.625
C -4.520 3.907 -0.409
C -3.493 4.814 -0.232
C -2.188 4.336 -0.268
S -0.701 5.227 -0.083
H -2.740 1.036 -0.862
H -5.069 1.864 -0.776
H -5.545 4.252 -0.387
H -3.698 5.865 -0.072
C 4.205 -4.389 -0.383
C 4.520 -2.942 -0.339
N 5.696 -2.412 -0.368
N 5.458 -1.066 -0.304
C 4.173 -0.743 -0.242
S 3.593 0.853 -0.158
N 3.552 -1.945 -0.256
N 2.175 -2.092 -0.202
H 5.136 -4.949 -0.432
H 3.602 -4.633 -1.259
H 3.657 -4.695 0.509
H 6.228 -0.418 -0.314
H 1.911 -2.581 0.643
H 1.843 -2.583 -1.021
C -2.589 -1.612 2.407
N -1.766 -1.244 1.250
C -2.023 -1.717 0.006
C -1.314 -1.353 -1.093
C -0.276 -0.413 -0.868
O 0.469 0.142 -1.755
N 0.005 0.005 0.380
C -0.710 -0.343 1.500
O -0.492 0.072 2.613
H -3.310 -2.364 2.098
H -3.107 -0.736 2.790
H -1.959 -2.005 3.198
H -2.856 -2.403 -0.068
H -1.550 -1.709 -2.083

Charge: +1
Orbital gap, eV: 8.50
Energy above the lowest of the compared OMol25 structures with the same formula, charge and spin, kJ/mol: 89.0
Lowest unoccupied orbital energy, eV: -2.58
HOMO, eV: -11.08

Atom charges from the natural (NBO) analysis, given in e for atoms 1 to 2:
1 Ga 1.497
2 S -0.127



no.,DFT total energy (hartree)
1,-906.08893
2,-4233.64615